A molecular structure, C34H22CrN6O7. Source: the OMol25 dataset; level of theory: the ωB97M-V functional and the def2-TZVPD basis.

XYZ file:
```
70
Properties=species:S:1:pos:R:3:forces:R:3
Cr -1.09999 -0.25346 1.33441 -1.613 3.461 -2.751
O 0.54101 0.05484 5.58771 -0.304 -0.361 -0.744
C 0.05931 0.05234 4.49691 0.433 1.863 0.746
O -0.18909 -1.16436 3.93951 -0.431 -2.194 -0.772
C -0.37149 1.31834 3.82231 0.063 0.480 0.447
C -0.17349 2.49714 4.54541 0.002 -0.559 -0.166
C -0.57129 3.70634 4.00131 -0.111 -0.200 -0.374
C -1.14859 3.70074 2.73731 0.125 -0.220 0.211
C -1.29329 2.48944 2.07961 -0.275 0.156 -0.497
N -0.92519 1.31564 2.60731 0.110 0.272 0.755
C -1.89529 2.35734 0.67771 0.097 1.003 0.538
O -2.33149 3.32264 0.09941 0.045 -0.107 0.120
O -1.86899 1.14224 0.27561 -0.088 -0.891 -0.744
H 0.30411 2.42404 5.51011 -0.041 0.022 0.045
H -0.42819 4.62834 4.54541 0.006 0.034 0.016
H -1.47989 4.60504 2.25291 -0.055 0.015 -0.156
C -1.07049 -3.00616 -2.02669 -0.317 -0.050 -0.023
C -0.64919 -2.32286 -0.88379 0.267 -0.063 -0.032
N -1.47549 -1.67786 -0.08169 -0.033 -0.378 -0.200
C -2.79639 -1.75156 -0.33469 -0.420 -0.343 -0.642
C -3.31839 -2.39726 -1.47579 0.365 0.327 0.492
C -2.40669 -3.01726 -2.34919 0.270 0.131 0.311
C -4.72659 -2.38786 -1.68599 -0.385 0.099 0.247
C -5.56739 -1.81526 -0.78949 0.136 -0.163 -0.366
C -5.07059 -1.20806 0.40251 0.621 0.132 0.219
C -5.89209 -0.61106 1.37241 0.343 0.106 0.119
C -5.31179 -0.05816 2.49141 -0.146 -0.136 -0.182
C -3.92379 -0.09536 2.63671 -0.006 0.061 0.189
N -3.11979 -0.62186 1.73001 -0.325 -0.117 0.178
C -3.67649 -1.17416 0.62881 -0.773 -0.127 -0.313
H -0.34169 -3.50616 -2.64519 0.096 0.024 0.001
H 0.40051 -2.31296 -0.62599 0.051 0.097 -0.002
H -2.76099 -3.50726 -3.24419 -0.045 -0.044 -0.056
H -5.10669 -2.86076 -2.57739 -0.114 -0.029 -0.110
H -6.63189 -1.80186 -0.96919 -0.090 -0.037 0.011
H -6.96069 -0.58046 1.22291 -0.112 -0.014 0.032
H -5.91499 0.40964 3.25281 0.001 0.016 0.094
H -3.46279 0.31994 3.52461 0.054 0.068 -0.051
O 1.82491 0.30734 2.64291 0.387 -0.136 0.611
C 1.84001 0.23264 1.42991 -0.027 -0.056 0.008
N 2.90331 0.29224 0.60441 0.263 0.047 -0.051
C 2.50811 0.29574 -0.78719 0.097 -0.109 -0.513
C 0.98541 0.20584 -0.63679 -0.275 0.338 -0.778
O 0.15271 0.20804 -1.51789 0.297 0.001 -0.223
N 0.69231 0.06524 0.67491 0.184 -0.146 0.423
C 3.02111 1.49664 -1.56379 -0.009 0.302 0.036
C 4.36461 1.84054 -1.43249 -0.269 0.014 -0.056
C 4.90671 2.84334 -2.21379 0.095 -0.006 0.023
C 4.11971 3.50504 -3.14279 -0.053 0.030 0.000
C 2.77771 3.18154 -3.25889 0.223 0.093 -0.036
C 2.22861 2.18024 -2.47639 -0.069 0.001 0.134
C 2.97861 -0.93376 -1.56559 0.060 -0.265 0.182
C 4.06811 -1.68566 -1.14059 -0.191 0.126 -0.087
C 4.53461 -2.72576 -1.92729 0.057 -0.124 -0.063
C 3.91191 -3.03366 -3.12549 0.037 -0.031 0.006
C 2.81371 -2.29656 -3.53999 0.037 -0.059 0.051
C 2.35341 -1.24706 -2.76809 -0.022 0.014 0.027
H 3.82121 0.54204 0.93131 -0.104 0.055 0.086
H 4.99831 1.31254 -0.73579 0.141 -0.084 0.064
H 5.94981 3.09824 -2.10239 0.091 0.028 -0.020
H 4.55381 4.26794 -3.77129 0.011 0.087 -0.023
H 2.15761 3.71004 -3.96539 -0.094 0.039 -0.085
H 1.18201 1.94254 -2.58039 -0.069 -0.088 -0.014
H 4.56491 -1.46116 -0.20899 0.019 0.026 0.110
H 5.39281 -3.29666 -1.60579 0.064 -0.049 0.042
H 4.28561 -3.83856 -3.73859 0.044 -0.105 -0.048
H 2.31801 -2.53186 -4.46899 -0.024 -0.025 -0.138
H 1.50201 -0.66646 -3.08839 0.004 0.056 -0.091
O -0.52159 -2.60156 2.38281 0.160 2.542 1.020
N -0.53389 -1.42136 2.61121 1.532 -4.848 2.816
```
Positions in Å, forces in eV/Å.

The calculation puts the electronic energy at -3208.44215 hartree. The calculation puts the energy above the lowest of the compared OMol25 structures with the same formula, charge and spin at 186.6 kJ/mol. As for the total charge: +1. The value obtained for the HOMO energy (alpha / beta) is -11.00 / -11.00 eV. The value obtained for the LUMO energy (alpha / beta) is -4.79 / -5.39 eV. As for the expectation value of S²: 3.78. The spin multiplicity is 4. Its largest force on an atom is 5.812 eV Å⁻¹.

Computed natural (NBO) charges, given in elementary charges: 1.113 -0.456 0.774 -0.324 0.119 -0.174 -0.122 -0.177 0.127 -0.442 0.755 -0.565 -0.676 0.266 0.246 0.268 -0.237 0.151 -0.467 0.255 -0.092 -0.078 -0.145 -0.175 -0.065 -0.077 -0.240 0.106 -0.451 0.169 0.250 0.224 0.237 0.234 0.236 0.239 0.247 0.210 -0.677 0.797 -0.606 -0.068 0.775 -0.610 -0.713 0.054 -0.227 -0.201 -0.192 -0.196 -0.233 -0.045 -0.213 -0.197 -0.205 -0.222 -0.173 0.428 0.199 0.221 0.221 0.221 0.239 0.214 0.222 0.222 0.218 0.235 -0.138 0.384



A molecular structure, C24H25AsCl2IN4O4Ti. Source: the OMol25 dataset; level of theory: the ωB97M-V functional and the def2-TZVPD basis.

XYZ file:
```
62
Properties=species:S:1:pos:R:3:forces:R:3
Ti -0.06356 -1.15820 -0.91096 -0.397 -0.166 -0.086
Cl 3.96480 -5.34303 2.70291 0.021 -0.053 0.030
C 3.39435 -3.93624 1.83422 -0.062 -0.079 -0.014
C 2.32590 -4.09554 0.96522 -0.038 0.106 -0.056
C 1.83924 -3.00137 0.23310 0.232 0.034 0.097
N 0.83682 -3.04919 -0.67636 -0.102 -0.045 -0.352
C -0.16595 -4.04952 -0.46645 0.006 0.134 0.210
O -0.16733 -5.18112 -0.95143 0.103 0.027 0.106
C -1.15473 -3.51310 0.44123 0.184 -0.402 -0.065
C -2.16631 -4.28017 1.06181 0.002 -0.026 -0.038
C -2.85057 -3.76950 2.12547 -0.053 -0.213 -0.062
C -2.53842 -2.45568 2.57877 0.106 0.234 0.047
C -1.61992 -1.72372 1.86289 -0.124 0.253 0.155
N -0.95097 -2.19154 0.81119 0.046 0.171 -0.333
C 2.44227 -1.72511 0.46842 0.044 0.064 -0.128
C 3.51310 -1.58998 1.32958 -0.008 -0.148 0.130
C 3.99714 -2.70732 2.01262 0.018 0.120 -0.018
Cl 5.34531 -2.49790 3.10466 0.059 0.017 0.049
N 1.88564 -0.69909 -0.31149 -0.042 -0.084 0.612
C 2.25238 0.58379 -0.25467 0.266 0.384 -0.231
O 2.94191 1.21906 0.55644 -0.129 -0.455 -0.312
C 1.80990 1.25616 -1.54549 -0.244 -0.116 -0.242
C 2.43522 2.41386 -1.99566 -0.228 -0.221 0.014
C 2.14338 2.85320 -3.27396 -0.099 -0.038 -0.190
C 1.24279 2.13369 -4.05605 0.049 0.013 0.100
C 0.63825 1.00288 -3.51986 0.182 0.296 0.293
N 0.91142 0.58483 -2.28676 0.441 0.016 0.289
H 1.87788 -5.06923 0.82295 0.011 -0.014 0.001
H -2.33761 -5.28117 0.68673 -0.001 -0.010 0.013
H -3.60855 -4.35897 2.63028 -0.002 -0.002 -0.018
H -3.03129 -2.01494 3.43525 -0.003 0.003 0.002
H -1.40806 -0.68592 2.10883 -0.056 -0.076 0.002
H 3.94985 -0.61910 1.50477 -0.011 0.017 -0.023
H 3.13643 2.91066 -1.34139 0.027 0.006 0.022
H 2.63024 3.73879 -3.66972 -0.046 -0.019 -0.009
H 1.00590 2.43185 -5.06917 0.028 0.034 0.011
H -0.08127 0.40285 -4.06176 0.004 -0.005 -0.060
C 0.86377 3.68662 2.42877 -0.181 0.020 0.058
As 0.06230 3.05158 0.74140 0.252 0.127 -0.076
C 0.25284 4.78737 -0.19553 -0.128 -0.011 0.034
C -1.81874 3.29625 1.24514 0.052 0.037 0.059
O -0.97122 0.35430 -0.09461 -0.234 -0.109 -0.159
H 0.53283 4.69933 2.67526 0.019 -0.020 0.023
H 1.94690 3.65597 2.33206 0.057 0.010 -0.040
H 0.58096 3.00711 3.23383 0.003 0.000 -0.003
H -0.17244 5.60604 0.39008 0.007 0.026 -0.014
H -0.24998 4.73127 -1.16238 -0.009 0.006 0.000
H 1.30951 4.97990 -0.37545 0.066 0.008 0.006
H -1.98721 4.27039 1.70903 -0.032 0.015 0.009
H -2.10085 2.50123 1.93368 -0.013 -0.029 0.018
H -2.43245 3.19685 0.35153 -0.034 -0.004 -0.042
I -0.82529 -2.22323 -3.48763 -0.042 -0.087 -0.051
C -3.78855 -0.32216 -0.05718 -0.008 -0.005 0.093
O -2.80506 -0.84454 -0.92082 -0.053 0.164 -0.068
C -1.70686 0.03486 -1.17845 0.007 0.303 0.102
C -2.13602 1.17759 -2.08143 -0.003 -0.164 0.083
H -3.34298 0.27568 0.74554 0.006 -0.015 -0.016
H -4.30965 -1.16652 0.39821 0.009 0.031 -0.036
H -4.51597 0.29898 -0.59990 0.004 -0.005 0.001
H -1.34386 1.91467 -2.19029 0.072 0.017 0.040
H -2.41153 0.79733 -3.06821 0.004 -0.014 0.028
H -3.00604 1.69817 -1.65877 -0.004 -0.056 0.007
```
Positions in Å, forces in eV/Å.

The calculation puts the electronic energy at -5753.02422 hartree. The calculation puts the energy above the lowest of the compared OMol25 structures with the same formula, charge and spin at 20.3 kJ/mol. As for the total charge: -2. The value obtained for the HOMO energy (alpha / beta) is 0.33 / -1.47 eV. The value obtained for the LUMO energy (alpha / beta) is 4.35 / 4.35 eV. As for the expectation value of S²: 0.76. The spin multiplicity is 2. Its largest force on an atom is 0.619 eV Å⁻¹.

Computed natural (NBO) charges, given in elementary charges: 1.519 -0.052 -0.065 -0.275 0.209 -0.740 0.611 -0.648 -0.032 -0.192 -0.251 -0.378 0.090 -0.567 0.108 -0.249 -0.127 -0.059 -0.695 0.645 -0.681 0.186 -0.251 -0.173 -0.286 0.071 -0.439 0.234 0.216 0.184 0.191 0.197 0.250 0.236 0.199 0.206 0.243 -0.971 1.013 -0.977 -0.970 -0.793 0.189 0.231 0.221 0.192 0.217 0.215 0.191 0.228 0.226 -0.538 -0.249 -0.556 0.244 -0.670 0.175 0.189 0.143 0.204 0.221 0.188



C9H16N4O in the gas phase. Source: the OMol25 dataset; level of theory: the ωB97M-V functional and the def2-TZVPD basis.

XYZ file:
```
30
Properties=species:S:1:pos:R:3:forces:R:3
C -1.04584 4.15079 1.34861 0.672 -0.773 -0.224
C -1.47632 2.57628 0.95712 0.654 2.722 0.820
N -1.57833 1.70499 2.08774 0.034 1.815 -3.982
N -1.86843 0.46940 1.77996 -0.393 -0.273 -4.382
C -2.02437 0.24195 0.37299 -0.273 -2.238 -0.472
O -2.30600 -1.19294 0.01191 2.061 3.430 1.503
C -1.15461 -2.03937 0.35867 0.925 -1.839 0.039
C 0.11974 -1.94158 -0.66884 0.493 -0.310 -0.218
C -0.21862 -1.25747 -2.12660 0.198 -1.063 -1.024
C 1.44680 -1.28795 0.08428 -0.383 -0.345 0.326
C 2.80634 -1.80600 -0.67070 -0.143 -1.072 0.601
C 1.37023 0.33470 0.29156 0.302 0.431 0.681
N -1.96333 1.12584 -0.75426 -0.263 -2.484 3.638
N -1.67334 2.36080 -0.44382 0.333 -0.286 4.450
H -0.28482 4.52690 0.51980 -1.903 -0.750 1.616
H -1.98663 4.86030 1.41591 1.965 -1.595 -0.232
H -0.43383 4.19052 2.37067 -1.646 -0.350 -2.190
H -0.73768 -1.89207 1.44460 -1.151 0.091 -1.935
H -1.55054 -3.16492 0.31728 0.567 2.656 0.018
H 0.43322 -3.06843 -0.90947 -0.721 2.390 0.646
H -1.37398 -1.31427 -2.42139 2.606 0.335 0.959
H 0.20649 -0.17744 -2.27440 -1.031 -2.019 0.506
H 0.32645 -1.93358 -2.94590 -1.103 1.543 1.725
H 1.44752 -1.76933 1.17626 0.079 1.055 -2.335
H 3.15214 -2.79071 -0.09389 -0.661 2.072 -1.324
H 3.69815 -1.05224 -0.59452 -1.828 -1.345 -0.362
H 2.57197 -2.15360 -1.77344 0.640 1.046 2.141
H 0.64684 0.90103 -0.43269 1.499 -1.244 1.156
H 0.99293 0.59346 1.39406 0.872 -0.619 -2.378
H 2.45786 0.80492 0.17852 -2.400 -0.976 0.234
```
Positions in Å, forces in eV/Å.

The SMILES is Cc1nnc(OC[C@@H](C)C(C)C)nn1. The calculation puts the electronic energy at -646.53174 hartree. The calculation puts the energy above the lowest of the compared OMol25 structures with the same formula, charge and spin at 744.9 kJ/mol. As for the total charge: 0. The value obtained for the HOMO energy is -9.88 eV. The value obtained for the LUMO energy is -0.93 eV. Its largest force on an atom is 4.472 eV Å⁻¹.

Computed natural (NBO) charges, given in elementary charges: -0.673 0.319 -0.176 -0.189 0.564 -0.521 -0.090 -0.245 -0.659 -0.216 -0.638 -0.659 -0.180 -0.177 0.239 0.244 0.241 0.199 0.208 0.216 0.246 0.223 0.213 0.204 0.215 0.220 0.219 0.212 0.218 0.223



Q: Among the records above, which one has the highest total charge?
A: C34H22CrN6O7



Q: What is the total charge in the first record?
A: +1



Q: Look up the largest force on an atom of the third one.
A: 4.472 eV Å⁻¹



Q: What is the formula in the third record?
A: C9H16N4O